1.
Below is a 13-piece molecular cluster, C46H128N10O13 overall, with properties calculated with ωB97M-V with the def2-TZVPD basis set.

CARTESIAN COORDINATES (ANGSTROEM)
C: 14.814 12.244 12.343
C: 15.242 13.528 13.118
O: 16.680 13.533 13.283
H: 14.842 11.312 12.967
H: 15.613 12.062 11.570
H: 13.821 12.314 11.879
H: 14.837 13.541 14.128
H: 15.012 14.390 12.486
H: 16.832 12.769 13.882
C: 20.089 6.403 13.516
C: 21.381 6.795 12.812
O: 21.136 7.538 11.682
H: 19.504 7.279 13.818
H: 20.404 6.043 14.511
H: 19.503 5.633 13.106
H: 21.951 5.878 12.552
H: 22.071 7.295 13.503
H: 20.968 8.472 11.992
C: 15.355 16.705 16.124
C: 16.888 16.307 16.389
O: 17.107 14.951 16.055
H: 15.108 16.940 15.062
H: 15.175 17.616 16.712
H: 14.704 15.935 16.445
H: 17.134 16.393 17.424
H: 17.503 16.942 15.784
H: 17.053 14.787 15.110
C: 19.696 12.706 21.049
C: 20.492 11.563 20.370
C: 21.989 11.346 20.801
O: 22.136 10.750 22.072
C: 23.484 10.484 22.411
N: 19.784 10.302 20.511
H: 18.746 12.821 20.606
H: 20.203 13.681 21.040
H: 19.589 12.552 22.154
H: 20.464 11.750 19.251
H: 22.489 12.320 20.873
H: 22.509 10.761 20.034
H: 23.893 9.825 21.693
H: 23.445 10.110 23.416
H: 24.059 11.392 22.423
H: 18.780 10.378 20.456
H: 19.978 10.013 21.527
C: 11.284 9.761 20.718
C: 10.318 10.612 21.531
C: 9.234 11.194 20.651
O: 9.757 11.767 19.420
C: 10.434 12.964 19.646
N: 9.661 9.753 22.534
H: 10.794 8.824 20.372
H: 12.170 9.627 21.353
H: 11.439 10.358 19.826
H: 10.910 11.450 21.901
H: 8.625 12.021 21.124
H: 8.568 10.452 20.247
H: 11.244 12.855 20.357
H: 9.749 13.741 19.929
H: 10.916 13.283 18.708
H: 10.307 8.984 22.790
H: 9.520 10.280 23.402
C: 21.051 12.443 13.915
C: 20.838 11.034 13.353
C: 20.228 11.137 11.942
O: 19.722 9.957 11.381
C: 19.176 10.180 10.109
N: 21.975 10.067 13.437
H: 21.658 12.416 14.847
H: 20.031 12.766 14.199
H: 21.515 13.169 13.127
H: 20.078 10.680 14.031
H: 20.887 11.684 11.284
H: 19.344 11.794 12.139
H: 20.014 10.205 9.434
H: 18.565 11.043 10.136
H: 18.661 9.266 9.823
H: 22.796 10.369 12.968
H: 22.323 9.683 14.282
C: 17.528 6.874 17.034
C: 17.732 7.944 18.111
C: 16.597 8.070 19.125
O: 15.383 8.341 18.460
C: 14.227 7.868 19.228
N: 18.988 7.670 18.837
H: 18.433 6.847 16.433
H: 16.673 7.190 16.410
H: 17.325 5.949 17.572
H: 17.780 8.898 17.562
H: 16.884 8.895 19.826
H: 16.484 7.143 19.686
H: 13.371 7.732 18.550
H: 13.972 8.472 20.095
H: 14.520 6.870 19.577
H: 19.715 7.400 18.138
H: 19.348 8.502 19.310
C: 23.984 14.457 16.444
C: 23.134 14.930 17.593
C: 22.006 13.987 17.904
O: 21.227 13.852 16.693
C: 19.815 13.746 16.951
N: 23.905 15.186 18.784
H: 24.756 15.192 16.216
H: 23.380 14.504 15.523
H: 24.407 13.471 16.660
H: 22.769 15.916 17.414
H: 21.385 14.342 18.679
H: 22.345 12.959 18.130
H: 19.496 14.704 17.301
H: 19.609 13.014 17.757
H: 19.323 13.586 16.001
H: 24.602 15.917 18.677
H: 24.319 14.387 19.201
C: 15.907 12.833 22.770
C: 15.716 12.173 21.408
C: 15.623 10.669 21.450
O: 16.727 10.155 22.097
C: 16.486 8.940 22.737
N: 14.451 12.649 20.760
H: 16.814 12.580 23.332
H: 15.026 12.531 23.378
H: 15.922 13.929 22.571
H: 16.479 12.496 20.650
H: 15.477 10.331 20.438
H: 14.680 10.417 21.975
H: 15.664 8.988 23.481
H: 17.483 8.651 23.153
H: 16.204 8.138 22.024
H: 14.329 13.673 20.781
H: 13.642 12.318 21.301
C: 14.548 7.186 13.743
C: 13.559 8.286 14.157
C: 12.223 8.301 13.282
O: 12.539 8.999 12.102
C: 11.498 9.059 11.145
N: 13.158 8.077 15.590
H: 15.308 7.069 14.496
H: 15.021 7.303 12.769
H: 14.075 6.221 13.807
H: 13.991 9.302 13.934
H: 11.542 8.914 13.808
H: 11.904 7.262 13.159
H: 10.528 9.294 11.559
H: 11.377 8.196 10.543
H: 11.813 9.824 10.442
H: 12.489 8.815 15.814
H: 13.962 8.056 16.195
C: 9.791 11.444 14.647
C: 11.115 11.740 15.293
C: 11.268 13.183 15.844
O: 11.114 13.956 14.641
C: 11.355 15.385 14.829
N: 11.548 10.710 16.348
H: 9.781 11.844 13.649
H: 9.014 11.908 15.249
H: 9.574 10.404 14.678
H: 12.009 11.713 14.588
H: 12.261 13.270 16.317
H: 10.499 13.544 16.535
H: 12.402 15.518 14.754
H: 10.949 15.858 15.749
H: 10.816 15.941 14.045
H: 12.442 11.091 16.687
H: 10.832 10.834 17.104
C: 22.782 7.054 19.128
C: 23.321 8.102 18.162
C: 22.215 9.075 17.757
O: 21.512 8.605 16.661
C: 20.390 9.458 16.363
N: 24.391 8.825 18.863
H: 22.301 6.262 18.549
H: 22.108 7.488 19.876
H: 23.593 6.593 19.717
H: 23.772 7.640 17.283
H: 22.698 10.055 17.478
H: 21.476 9.308 18.525
H: 19.943 9.072 15.449
H: 20.775 10.439 16.091
H: 19.690 9.597 17.217
H: 25.087 8.145 19.148
H: 24.795 9.528 18.295
C: 16.970 11.711 17.786
C: 15.678 11.900 16.933
C: 15.747 10.929 15.765
O: 16.829 11.144 14.924
C: 17.061 9.891 14.251
N: 14.475 11.433 17.598
H: 16.926 12.314 18.687
H: 17.889 11.733 17.218
H: 16.873 10.674 18.158
H: 15.574 12.939 16.569
H: 14.807 10.942 15.211
H: 15.838 9.962 16.275
H: 17.259 9.097 14.978
H: 17.855 10.028 13.421
H: 16.130 9.592 13.769
H: 14.193 11.955 18.385
H: 14.637 10.453 17.922

As for the net charge: 0. The highest occupied orbital energy comes out at -8.5 eV. Its LUMO energy is 0.288 eV.

Here are the Mulliken charges for atoms 1 to 6, given in e: -0.79 0.09 -0.75 -0.06 0.26 0.42



2.
Below is C46H26Cl2F9N5O6PTi as an isolated structure, with properties calculated with ωB97M-V with the def2-TZVPD basis set.

CARTESIAN COORDINATES (ANGSTROEM)
Ti: 0.467 -0.663 1.778
Cl: 6.370 1.332 -0.496
C: 5.057 1.038 0.596
C: 4.279 -0.093 0.394
C: 3.188 -0.321 1.215
N: 2.213 -1.338 1.082
C: 2.407 -2.481 0.392
O: 3.380 -2.823 -0.258
C: 1.194 -3.373 0.473
C: 1.187 -4.616 -0.125
C: 0.019 -5.361 -0.088
C: -1.099 -4.817 0.526
C: -1.000 -3.563 1.102
N: 0.129 -2.858 1.100
C: 2.933 0.535 2.306
C: 3.720 1.658 2.503
C: 4.767 1.920 1.629
Cl: 5.692 3.362 1.857
N: 1.830 0.111 3.056
C: 1.332 0.732 4.142
O: 1.749 1.693 4.760
C: 0.068 0.015 4.569
C: -0.670 0.450 5.650
C: -1.795 -0.268 6.010
C: -2.122 -1.410 5.286
C: -1.336 -1.766 4.212
N: -0.259 -1.064 3.841
H: 4.518 -0.781 -0.403
H: 2.095 -4.961 -0.602
H: -0.025 -6.342 -0.542
H: -2.042 -5.345 0.554
H: -1.859 -3.093 1.559
H: 3.516 2.328 3.324
H: -0.335 1.333 6.178
H: -2.408 0.047 6.845
H: -2.986 -2.009 5.537
H: -1.559 -2.649 3.630
O: -1.385 -0.785 1.491
C: -2.291 0.129 1.774
C: -1.992 1.506 1.907
C: -3.006 2.446 2.158
C: -2.684 3.771 2.311
C: -1.369 4.224 2.247
C: -0.364 3.318 1.964
C: -0.660 1.979 1.743
O: 0.298 1.127 1.364
N: -3.767 4.741 2.551
O: -4.910 4.323 2.581
O: -3.459 5.909 2.692
H: -3.315 -0.213 1.879
H: -4.040 2.132 2.234
H: -1.152 5.269 2.415
H: 0.670 3.634 1.894
F: 2.754 -3.667 -6.686
C: 1.880 -2.652 -6.771
F: 2.451 -1.687 -7.515
F: 0.814 -3.097 -7.465
C: 1.474 -2.134 -5.422
C: 1.993 -2.678 -4.267
C: 1.589 -2.178 -3.031
C: 0.672 -1.139 -2.958
C: 0.160 -0.593 -4.138
C: 0.556 -1.087 -5.364
P: 0.142 -0.448 -1.319
C: 0.782 1.261 -1.588
C: 2.156 1.295 -1.824
C: 2.853 2.492 -1.847
C: 2.171 3.679 -1.635
C: 0.803 3.670 -1.421
C: 0.114 2.468 -1.393
C: 2.903 4.988 -1.562
F: 2.336 5.916 -2.357
F: 4.188 4.876 -1.922
F: 2.878 5.487 -0.310
C: -1.675 -0.572 -1.583
C: -2.080 -1.901 -1.770
C: -3.415 -2.244 -1.808
C: -4.383 -1.255 -1.654
C: -4.006 0.062 -1.493
C: -2.656 0.400 -1.454
C: -5.826 -1.661 -1.628
F: -6.036 -2.634 -0.715
F: -6.635 -0.639 -1.317
F: -6.231 -2.152 -2.812
H: 2.711 -3.485 -4.322
H: 2.013 -2.597 -2.125
H: -0.553 0.222 -4.093
H: 0.160 -0.665 -6.280
H: 2.700 0.369 -1.979
H: 3.923 2.500 -2.011
H: 0.275 4.601 -1.249
H: -0.941 2.494 -1.177
H: -1.329 -2.677 -1.890
H: -3.715 -3.277 -1.947
H: -4.758 0.832 -1.380
H: -2.402 1.438 -1.316

As for the net charge: 0. As for the expectation value of S²: 0.781. The highest occupied orbital energy (alpha / beta) comes out at -6.9 / -8.1 eV. As for the spin multiplicity: 2. Its LUMO energy (alpha / beta) is -1.212 / -1.158 eV.

Here are the Mulliken charges for atoms 1 to 6, given in e: -1.94 -0.19 0.19 -0.51 -0.03 0.94



3.
Below is C46H27Cl4CrN4O5S as an isolated structure, with properties calculated with ωB97M-V with the def2-TZVPD basis set.

CARTESIAN COORDINATES (ANGSTROEM)
Cr: 0.305 -0.337 -0.891
Cl: 8.439 2.828 -4.581
C: 6.956 2.226 -3.866
C: 7.013 1.412 -2.753
C: 5.833 0.935 -2.192
C: 4.579 1.269 -2.711
C: 4.568 2.088 -3.850
C: 5.735 2.564 -4.428
C: 3.289 0.811 -2.140
C: 2.386 0.137 -3.016
C: 2.666 -0.421 -4.291
C: 1.571 -1.186 -4.663
C: 0.618 -1.065 -3.632
C: -0.731 -1.471 -3.637
C: -1.125 -2.519 -4.617
C: -1.869 -2.233 -5.757
C: -2.237 -3.238 -6.646
C: -1.852 -4.541 -6.383
Cl: -2.320 -5.815 -7.493
C: -1.107 -4.856 -5.259
C: -0.744 -3.840 -4.383
C: -1.700 -0.894 -2.831
N: -1.467 0.143 -1.907
C: -2.713 0.720 -1.686
C: -2.998 1.924 -1.014
C: -4.079 2.808 -1.421
C: -4.712 2.755 -2.684
C: -5.726 3.631 -3.041
C: -6.138 4.611 -2.154
Cl: -7.407 5.735 -2.613
C: -5.534 4.718 -0.912
C: -4.530 3.833 -0.557
C: -2.011 2.410 -0.070
C: -1.252 3.545 -0.179
C: -0.143 3.419 0.697
C: -0.258 2.252 1.395
N: -1.452 1.637 0.965
C: 0.873 1.556 2.040
C: 1.877 1.217 1.141
C: 3.283 1.346 1.425
C: 3.937 1.330 0.239
C: 2.977 1.041 -0.798
N: 1.705 0.993 -0.232
C: 1.062 1.372 3.473
C: 1.847 0.321 3.965
C: 2.080 0.165 5.327
C: 1.513 1.057 6.217
Cl: 1.812 0.877 7.941
C: 0.704 2.091 5.768
C: 0.483 2.239 4.410
C: -3.726 -0.074 -2.337
C: -3.110 -1.077 -3.010
N: 1.148 -0.281 -2.629
H: 7.973 1.135 -2.336
H: 5.898 0.250 -1.356
H: 3.610 2.365 -4.275
H: 5.701 3.203 -5.301
H: 3.583 -0.285 -4.847
H: 1.440 -1.753 -5.575
H: -2.166 -1.207 -5.950
H: -2.819 -3.011 -7.531
H: -0.826 -5.884 -5.065
H: -0.178 -4.061 -3.483
H: -4.373 2.031 -3.413
H: -6.184 3.568 -4.021
H: -5.859 5.487 -0.222
H: -4.073 3.919 0.423
H: -1.419 4.323 -0.914
H: 0.709 4.082 0.766
H: 3.692 1.543 2.405
H: 4.995 1.476 0.097
H: 2.239 -0.406 3.262
H: 2.677 -0.660 5.695
H: 0.253 2.770 6.482
H: -0.149 3.041 4.048
H: -4.788 0.103 -2.248
H: -3.569 -1.861 -3.595
O: 0.144 -3.377 1.381
S: 0.203 -2.276 0.463
O: -0.407 -2.498 -0.884
O: -0.496 -1.011 0.927
O: 1.578 -1.765 0.138
C: -3.240 -0.136 1.192
C: -2.140 0.692 1.783
O: -1.836 0.601 2.945
H: -3.655 -0.730 2.001
H: -2.835 -0.795 0.421
H: -4.006 0.492 0.738

As for the net charge: -2. As for the expectation value of S²: 4.121. The highest occupied orbital energy (alpha / beta) comes out at -1.0 / -1.0 eV. As for the spin multiplicity: 4. Its LUMO energy (alpha / beta) is 3.622 / 3.622 eV.

Here are the Mulliken charges for atoms 1 to 6, given in e: -0.06 -0.27 0.45 -0.95 -0.27 -0.25



4.
Below is C46H29BrF4GaN6P as an isolated structure, with properties calculated with ωB97M-V with the def2-TZVPD basis set.

CARTESIAN COORDINATES (ANGSTROEM)
Ga: 1.007 -0.481 0.465
C: 3.091 -1.255 -3.243
C: 2.292 -1.466 -2.119
N: 2.229 -0.600 -1.121
C: 3.010 0.527 -1.142
C: 3.831 0.816 -2.250
C: 3.838 -0.108 -3.315
C: 4.634 1.979 -2.225
C: 4.614 2.777 -1.119
C: 3.804 2.475 -0.003
C: 2.999 1.362 0.017
N: 2.169 0.937 1.058
C: 2.620 0.772 2.367
C: 3.267 1.693 3.153
C: 3.703 1.363 4.457
C: 3.504 0.121 4.982
C: 2.841 -0.861 4.207
C: 2.663 -2.193 4.629
C: 2.079 -3.108 3.792
C: 1.615 -2.683 2.547
N: 1.725 -1.431 2.133
C: 2.375 -0.519 2.924
H: 3.110 -1.994 -4.031
H: 1.700 -2.367 -2.025
H: 4.459 0.090 -4.180
H: 5.261 2.211 -3.075
H: 5.230 3.666 -1.086
H: 3.821 3.146 0.841
H: 3.456 2.689 2.783
H: 4.212 2.119 5.041
H: 3.855 -0.133 5.972
H: 3.016 -2.489 5.609
H: 1.967 -4.144 4.076
H: 1.148 -3.383 1.868
F: -5.446 0.823 -3.379
C: -4.421 0.973 -2.567
C: -4.615 1.345 -1.251
F: -5.833 1.571 -0.800
C: -3.521 1.503 -0.408
F: -3.788 1.941 0.814
C: -2.218 1.254 -0.832
P: -0.752 1.419 0.251
C: -0.168 3.106 -0.079
C: -0.684 3.836 -1.150
C: -0.254 5.132 -1.389
C: 0.681 5.720 -0.552
C: 1.189 5.006 0.524
C: 0.776 3.705 0.758
C: -1.363 1.381 1.966
C: -1.157 2.409 2.878
C: -1.598 2.271 4.188
C: -2.255 1.119 4.591
C: -2.484 0.098 3.677
C: -2.034 0.228 2.374
C: -2.048 0.920 -2.184
Br: -0.333 0.793 -2.965
C: -3.127 0.784 -3.034
F: -2.955 0.467 -4.314
H: -1.433 3.410 -1.803
H: -0.662 5.685 -2.224
H: 1.007 6.736 -0.732
H: 1.905 5.468 1.190
H: 1.184 3.157 1.595
H: -0.674 3.328 2.578
H: -1.439 3.078 4.890
H: -2.607 1.024 5.609
H: -3.032 -0.786 3.975
H: -2.268 -0.545 1.654
N: -4.776 -6.031 -6.453
C: -4.257 -5.557 -5.546
C: -3.609 -4.960 -4.410
C: -3.273 -3.608 -4.438
C: -2.657 -3.031 -3.342
C: -2.369 -3.814 -2.236
C: -2.684 -5.162 -2.199
C: -3.316 -5.734 -3.290
N: -1.714 -3.214 -1.109
C: -1.939 -3.503 0.219
C: -1.077 -2.738 0.930
N: -0.338 -1.961 0.053
C: -0.758 -2.282 -1.168
H: -3.504 -3.011 -5.309
H: -2.414 -1.978 -3.353
H: -2.427 -5.772 -1.343
H: -3.571 -6.784 -3.281
H: -2.690 -4.205 0.536
H: -0.969 -2.662 1.996
H: -0.377 -1.880 -2.091

As for the net charge: +2. The highest occupied orbital energy comes out at -12.8 eV. Its LUMO energy is -5.643 eV.

Here are the Mulliken charges for atoms 1 to 6, given in e: 0.77 -1.35 0.00 0.40 0.63 0.81